Record 1
DFT (wB97M-V/def2-TZVPD) results for a molecular structure, C38H69N4O4PSbSi3Ti at a distorted geometry.

ORCA input file:
```
! RIJCOSX wB97M-V def2-TZVPD def2/J DEFGRID3
* xyz -1 3
Sb 1.13 -0.70 -2.59
Ti 0.07 0.46 0.29
P 0.39 3.19 -0.43
Si -0.79 -1.40 -4.26
Si 2.58 -2.82 -2.06
Si 2.67 -0.58 -4.96
O -0.58 3.38 0.66
O 0.02 4.19 -1.63
O 0.55 1.78 -1.01
O 1.89 3.57 0.00
N -0.26 -1.08 -0.50
N -0.16 0.14 2.19
N 2.16 0.08 1.00
N -1.94 0.99 0.54
C 3.45 -2.12 -5.82
C -0.89 -3.39 -1.18
C -0.04 3.19 -3.86
C 0.60 4.24 -2.96
C -2.56 -1.93 -0.09
C 2.22 -4.32 -3.18
C 3.62 0.97 -0.80
C 3.77 4.75 0.78
C 1.98 4.07 2.38
C -1.64 -0.02 4.09
C 4.42 -1.13 2.22
C -2.42 1.47 -1.81
C -1.38 0.38 2.76
C 0.25 5.64 -3.47
C 2.26 4.58 0.97
C 4.52 -0.40 1.02
C 3.20 -1.18 2.83
C -1.04 0.11 -5.40
C 0.83 -0.47 2.91
C 4.23 0.45 -4.47
C -2.61 -1.74 -3.77
C -3.62 1.35 2.26
C -2.85 1.41 -0.37
C -0.33 -2.87 -5.38
C 3.40 0.18 0.46
C 2.11 4.03 -2.95
C -0.66 -2.84 1.23
C -1.06 -2.26 -0.14
C -4.13 1.79 -0.03
C 2.08 -0.56 2.24
C -2.33 0.93 1.87
C -0.66 -0.70 4.79
C 0.58 -0.95 4.22
C 2.13 0.39 -6.54
C 2.61 -3.45 -0.26
C -4.51 1.77 1.33
C 1.54 5.90 0.70
C 4.44 -2.45 -2.31
H -1.58 -4.20 -0.96
H 0.54 -2.62 -5.99
H -0.83 5.77 -3.46
H 4.28 3.82 1.01
H 2.35 3.02 -2.63
H 4.78 -0.01 -3.65
H 0.12 2.19 -3.45
H -2.78 -2.77 -3.44
H 4.79 -1.71 -1.60
H 3.93 1.45 -4.14
H 1.34 -1.48 4.76
H 4.50 1.61 -0.67
H -1.11 -2.26 2.04
H 5.28 -1.60 2.67
H -0.11 0.66 -5.56
H -2.81 -1.37 0.81
H 2.89 -5.15 -2.94
H 1.75 6.25 -0.31
H 2.38 -4.05 -4.23
H -1.00 -3.87 1.32
H 4.06 -2.71 -5.13
H -4.82 2.10 -0.79
H -3.24 -1.56 -4.65
H 0.13 -3.79 -1.14
H -1.77 0.80 -4.98
H 2.49 3.11 2.54
H 4.92 0.56 -5.31
H -3.27 1.31 -2.47
H -0.87 -1.05 5.79
H 0.42 -2.81 1.35
H 2.99 0.52 -7.21
H 3.81 0.32 -1.65
H -2.02 2.47 -2.01
H -3.88 1.33 3.31
H -3.15 -2.85 -0.09
H 4.13 5.54 1.44
H -0.08 -3.76 -4.79
H 2.50 4.18 -3.96
H 0.41 3.23 -4.85
H -1.11 3.36 -3.95
H 1.75 1.39 -6.29
H -1.64 0.74 -2.00
H 2.68 -2.79 -6.21
H 0.61 5.76 -4.49
H 1.20 -4.68 -3.08
H 5.01 -3.37 -2.14
H 0.91 3.91 2.50
H -1.16 -3.12 -6.04
H 2.60 4.73 -2.27
H -2.95 -1.08 -2.98
H 1.35 -0.14 -7.09
H 0.46 5.75 0.80
H 1.78 -4.10 0.00
H 3.54 -4.00 -0.08
H 1.86 6.65 1.42
H -1.41 -0.21 -6.38
H -1.08 -3.02 -2.18
H -2.61 0.16 4.53
H 3.99 5.02 -0.26
H 2.32 4.78 3.12
H -5.51 2.09 1.61
H 2.77 1.60 -1.01
H 3.08 -1.71 3.77
H 4.67 -2.10 -3.32
H 2.59 -2.60 0.43
H 4.08 -1.83 -6.66
H -2.85 -1.33 -0.96
H 5.48 -0.29 0.52
H 0.70 6.40 -2.84
*
```

* E_LUMO (alpha / beta): 2.5 / 2.3 eV
* gap between HOMO and LUMO (alpha / beta): 4.8 / 6.7 eV
* HOMO level (alpha / beta): -2.26 / -4.39 eV
* E_tot: -4309.2788 Ha
* relative energy (zero: lowest compared OMol25 entry of this formula, charge and spin): 173.7 kJ/mol

***

Record 2
DFT (wB97M-V/def2-TZVPD) results for a molecular structure, C38H70AlN8O2 at a distorted geometry.

ORCA input file:
```
! RIJCOSX wB97M-V def2-TZVPD def2/J DEFGRID3
* xyz 1 1
Al -4.26 -2.44 -0.04
O -1.44 -1.70 0.53
O -4.61 -0.88 -2.55
N 1.58 6.88 1.92
N -1.10 4.95 4.47
N -2.48 -3.48 -2.68
N 1.43 -2.85 5.94
N 0.91 -7.13 0.04
N 3.95 -0.26 -5.53
N -4.47 0.62 0.58
N 7.18 -0.11 -0.46
C -0.82 0.34 -0.73
C -5.87 0.84 -3.73
C -0.75 -2.46 4.49
C 0.66 -1.87 -3.65
C -4.63 -0.05 -3.65
C -1.54 -2.38 -4.89
C -3.25 3.44 4.03
C -4.37 4.10 0.04
C 0.02 -2.49 -4.91
C 1.61 5.73 1.93
C 1.26 4.01 -0.64
C 0.95 -5.96 -0.05
C -3.40 0.90 -3.73
C -1.36 -3.77 4.00
C 4.23 0.41 1.92
C -0.40 -0.89 0.10
C 4.54 -0.48 -4.55
C 3.43 -0.41 -1.69
C 4.88 1.70 1.39
C -1.80 -4.67 5.16
C 3.54 -4.45 -0.26
C 0.78 3.63 0.74
C 1.58 4.25 1.87
C 6.39 1.66 1.33
C 6.81 0.67 0.35
C -2.12 1.30 3.07
C -2.85 4.07 0.07
C -5.13 2.91 -0.65
C 2.22 -3.98 -0.90
C 0.99 -4.50 -0.16
C -4.79 1.61 0.02
C -3.13 1.92 4.05
C 0.44 -2.70 5.32
C -2.08 -3.01 -3.66
C 5.29 -0.78 -3.34
C 0.47 -0.54 1.35
C 4.50 -1.42 -2.17
C -2.02 4.25 4.26
H -1.43 0.99 -0.10
H -0.06 -0.03 2.15
H 1.08 -4.08 0.84
H -2.07 -5.69 4.87
H 4.55 0.23 2.95
H 3.66 -4.20 0.80
H 2.15 -4.32 -1.94
H 1.72 -1.66 -3.80
H 0.35 -3.53 -4.99
H 0.05 -4.28 -0.66
H 4.56 2.62 1.89
H 4.08 -2.32 -2.63
H 2.34 3.93 -0.76
H 3.89 0.51 -1.33
H -1.97 0.26 3.34
H 1.05 4.00 2.78
H -1.52 -1.83 4.94
H -2.50 3.10 0.42
H -2.64 -4.29 5.73
H 3.16 0.62 1.90
H 4.47 -0.49 1.36
H -0.44 -1.94 3.59
H -4.57 5.01 -0.52
H 5.78 0.15 -3.02
H -3.61 3.80 3.07
H -1.14 1.77 3.19
H 1.03 -1.42 1.66
H -0.30 3.81 0.80
H 3.65 -5.53 -0.27
H -2.41 0.46 -3.84
H 2.92 -0.80 -0.81
H -3.42 1.55 -2.86
H -3.53 1.52 -4.62
H -1.48 0.05 -1.55
H -5.89 1.44 -2.82
H 0.20 -0.94 -3.33
H 2.20 -2.89 -0.87
H 6.02 -1.53 -3.62
H -2.22 -3.49 3.39
H -6.82 0.30 -3.79
H -4.75 4.11 1.06
H 1.16 0.24 1.04
H -2.83 1.54 5.02
H 0.35 -1.94 -5.80
H 0.69 3.34 -1.29
H 0.23 -1.43 -0.61
H 0.05 0.86 -1.11
H 6.89 1.32 2.24
H -0.67 -4.31 3.35
H -4.62 -0.65 -4.56
H -5.84 1.53 -4.58
H 2.61 3.87 1.86
H 4.51 1.91 0.39
H -2.43 1.29 2.02
H 0.99 5.04 -0.87
H 5.23 -1.74 -1.43
H -2.45 4.80 0.77
H -1.85 -1.33 -4.92
H -4.10 1.47 3.83
H -6.21 3.07 -0.64
H -1.03 -4.82 5.92
H -2.39 4.37 -0.87
H 6.80 2.63 1.04
H 2.71 -0.17 -2.47
H 0.81 2.55 0.87
H -3.90 3.80 4.83
H 0.54 -2.59 -2.84
H -2.05 -2.85 -5.73
H -4.77 2.78 -1.67
H 4.42 -4.04 -0.74
*
```

* E_LUMO: -8.8 eV
* gap between HOMO and LUMO: 3.1 eV
* HOMO level: -11.90 eV
* E_tot: -2320.2761 Ha
* relative energy (zero: lowest compared OMol25 entry of this formula, charge and spin): 83.8 kJ/mol